Run P
# C4H3N3O

A single C4H3N3O molecule (the ωB97M-V functional and the def2-TZVPD basis, the Open Molecules 2025 dataset).

XYZ file:
```
11
Properties=species:S:1:pos:R:3:lowdin_charge:R:1
C -1.548 -0.242 0.445 -0.017
C 0.574 0.577 0.020 -0.243
C 1.864 0.182 -0.470 -0.083
C -0.230 -0.586 -0.177 -0.252
H -1.779 -0.800 1.367 0.146
H -2.413 -0.170 -0.181 0.127
H 2.698 0.816 -0.630 0.104
N -0.060 1.596 0.509 0.176
N 1.769 -1.024 -0.923 0.047
N 0.437 -1.530 -0.728 0.093
O -1.311 1.181 0.767 -0.098
```

Summary:
Molar mass   109.09 Da
SMILES   C1=NN=C2CON=C12
Spin multiplicity   1
Lowest unoccupied orbital energy   -0.0469 Ha
HOMO-LUMO gap   9.21 eV

Run Q
# C4H3N3O

A single C4H3N3O molecule (the ωB97M-V functional and the def2-TZVPD basis, the Open Molecules 2025 dataset).

XYZ file:
```
11
Properties=species:S:1:pos:R:3:lowdin_charge:R:1
C -0.368 0.150 -0.547 -0.333
C 0.620 0.584 0.477 -0.117
C 1.590 -0.491 0.632 -0.211
C -0.188 0.404 -1.946 -0.146
H -2.422 -1.183 1.282 0.109
H 0.184 0.889 1.450 0.137
H 1.104 1.509 0.075 0.145
N -1.447 -0.453 -0.273 0.097
N 2.365 -1.333 0.759 0.167
N 0.124 0.693 -3.020 0.184
O -1.562 -0.769 1.111 -0.032
```

Summary:
Molar mass   109.09 Da
SMILES   N#CC/C(C#N)=N\O
Spin multiplicity   1
Lowest unoccupied orbital energy   -0.0075 Ha
HOMO-LUMO gap   10.91 eV

Which structure is most stable? run Q, by 28.9 kcal/mol over the runner-up.

Run P
# C4H3N3O

A single C4H3N3O molecule (the ωB97M-V functional and the def2-TZVPD basis, the Open Molecules 2025 dataset).

XYZ file:
```
11
Properties=species:S:1:pos:R:3:lowdin_charge:R:1
C -0.307 0.133 1.201 -0.397
C -1.013 -0.757 0.271 -0.013
C -0.685 -1.028 -1.061 -0.148
C 1.042 0.420 0.801 -0.087
H -1.877 -1.535 0.548 0.155
H -0.902 -2.000 -1.688 0.157
H 1.819 -0.192 1.397 0.161
N -0.231 0.017 -1.759 0.002
N 0.717 0.783 -1.512 0.059
N 1.531 0.279 -0.378 0.057
O -0.924 0.446 2.251 0.056
```

Summary:
Molar mass   109.09 Da
SMILES   O=c1ccnnnc1
Spin multiplicity   1
Lowest unoccupied orbital energy   -0.0587 Ha
HOMO-LUMO gap   8.13 eV

Run Q
# C4H3N3O

A single C4H3N3O molecule (the ωB97M-V functional and the def2-TZVPD basis, the Open Molecules 2025 dataset).

XYZ file:
```
11
Properties=species:S:1:pos:R:3:lowdin_charge:R:1
C -1.311 -0.329 0.073 -0.455
C -0.880 0.995 -0.372 0.042
C 0.454 1.241 -0.095 -0.107
C 0.815 -1.566 -0.165 -0.115
H -1.553 1.866 -0.447 0.125
H 0.869 2.225 -0.070 0.099
H 1.393 -2.354 -0.566 0.101
N 1.400 0.519 0.592 0.029
N 1.511 -0.677 0.671 0.032
N -0.442 -1.352 -0.471 0.178
O -2.255 -0.566 0.849 0.072
```

Summary:
Molar mass   109.09 Da
SMILES   O=c1ccnncn1
Spin multiplicity   1
Lowest unoccupied orbital energy   -0.0484 Ha
HOMO-LUMO gap   8.09 eV

Which structure is most stable? run Q, by 50.0 kcal/mol over the runner-up.

Run P
# C28H19F5IN5O3PbS2

A molecular structure, C28H19F5IN5O3PbS2 (the ωB97M-V functional and the def2-TZVPD basis, the Open Molecules 2025 dataset).

XYZ file:
```
64
Properties=species:S:1:pos:R:3:lowdin_charge:R:1
Pb 0.617 -0.735 0.307 1.073
N 2.460 2.910 2.427 0.050
C 2.324 1.731 1.721 -0.939
S 1.779 0.364 2.646 0.397
N 2.723 1.727 0.490 -0.023
N 2.583 0.534 -0.178 -0.143
C 3.484 0.269 -1.049 -0.095
C 3.693 -0.975 -1.744 -0.155
C 4.624 -0.962 -2.793 -0.076
C 5.023 -2.104 -3.449 -0.138
C 4.511 -3.334 -3.020 -0.120
C 3.626 -3.389 -1.973 -0.038
C 3.124 -2.222 -1.322 -0.408
O 2.237 -2.359 -0.409 -0.263
H 1.933 2.920 3.283 0.044
H 2.396 3.762 1.888 0.056
H 4.240 1.041 -1.218 0.121
H 5.022 -0.001 -3.104 0.100
H 5.720 -2.051 -4.277 0.078
H 4.822 -4.247 -3.516 0.091
H 3.247 -4.341 -1.620 0.108
C 0.187 2.471 -2.996 -0.064
C 0.068 3.329 -1.783 -0.257
N 0.317 4.607 -1.914 0.090
C 0.259 5.401 -0.826 -0.162
C -0.122 4.967 0.415 -0.197
C 0.010 5.958 1.540 -0.220
O 1.373 6.045 1.979 -0.083
C -0.479 3.605 0.596 -0.081
C -1.085 3.179 1.831 -0.085
N -1.532 2.004 2.076 0.064
C -2.032 1.629 3.294 -0.357
C -1.569 2.127 4.524 -0.035
C -2.025 1.612 5.722 -0.110
C -2.980 0.606 5.743 -0.125
C -3.467 0.100 4.545 -0.181
C -2.983 0.595 3.350 -0.634
I -3.701 -0.178 1.529 0.852
C -0.295 2.693 -0.518 -0.319
O -0.477 1.446 -0.465 -0.236
H 0.479 3.074 -3.853 0.069
H 0.924 1.689 -2.821 0.033
H -0.752 1.951 -3.192 0.063
H 0.527 6.441 -1.001 0.097
H -0.316 6.953 1.208 0.108
H -0.566 5.691 2.423 0.092
H 1.920 5.934 1.193 0.074
H -1.281 3.971 2.570 0.109
H -0.809 2.897 4.524 0.101
H -1.624 1.996 6.652 0.093
H -3.331 0.198 6.682 0.087
H -4.210 -0.686 4.538 0.079
F 1.494 -5.842 -5.229 0.078
C 1.167 -4.707 -4.578 -0.160
C 0.659 -4.749 -3.293 -0.163
F 0.466 -5.950 -2.710 0.084
C 0.312 -3.589 -2.632 -0.257
F -0.257 -3.717 -1.426 0.064
C 0.462 -2.316 -3.204 -0.572
S -0.018 -0.842 -2.466 0.600
C 0.972 -2.322 -4.516 -0.249
F 1.108 -1.163 -5.176 0.065
C 1.313 -3.475 -5.190 -0.159
F 1.763 -3.419 -6.459 0.083
```

Summary:
Molar mass   966.72 Da
Net charge   -2
Spin multiplicity   1
Lowest unoccupied orbital energy   0.1436 Ha
HOMO-LUMO gap   5.83 eV

Run Q
# C28H19F5IN5O3PbS2

A molecular structure, C28H19F5IN5O3PbS2 (the ωB97M-V functional and the def2-TZVPD basis, the Open Molecules 2025 dataset).

XYZ file:
```
64
Properties=species:S:1:pos:R:3:lowdin_charge:R:1
Pb 1.138 -0.222 0.265 1.201
N -2.766 2.457 -0.187 0.035
C -1.778 1.628 0.332 -0.914
S -1.583 0.084 -0.448 0.541
N -1.147 2.100 1.354 -0.028
N -0.142 1.273 1.869 -0.115
C 0.043 1.464 3.122 -0.099
C 0.994 0.824 4.013 -0.149
C 0.858 1.137 5.372 -0.085
C 1.654 0.582 6.350 -0.143
C 2.636 -0.336 5.950 -0.129
C 2.806 -0.659 4.628 -0.034
C 2.008 -0.086 3.594 -0.399
O 2.238 -0.383 2.372 -0.263
H -2.920 2.312 -1.172 0.056
H -2.624 3.424 0.069 0.070
H -0.623 2.191 3.593 0.111
H 0.082 1.845 5.650 0.097
H 1.522 0.843 7.392 0.076
H 3.274 -0.799 6.696 0.086
H 3.567 -1.363 4.312 0.102
C -0.035 -3.849 2.813 -0.035
C -0.896 -3.868 1.588 -0.268
N -2.087 -4.397 1.653 0.092
C -2.879 -4.357 0.548 -0.135
C -2.486 -3.809 -0.641 -0.183
C -3.500 -3.696 -1.749 -0.236
O -4.010 -2.374 -1.904 -0.083
C -1.175 -3.264 -0.754 -0.129
C -0.742 -2.670 -1.993 -0.132
N 0.357 -2.036 -2.181 0.022
C 0.541 -1.413 -3.415 -0.353
C -0.487 -0.756 -4.100 -0.029
C -0.243 -0.077 -5.283 -0.094
C 1.037 -0.029 -5.814 -0.114
C 2.072 -0.672 -5.147 -0.175
C 1.821 -1.348 -3.967 -0.656
I 3.391 -2.309 -2.990 0.867
C -0.342 -3.257 0.386 -0.374
O 0.838 -2.786 0.401 -0.208
H -0.501 -4.450 3.592 0.066
H 0.098 -2.825 3.174 0.079
H 0.969 -4.211 2.590 0.076
H -3.877 -4.765 0.656 0.092
H -4.355 -4.337 -1.519 0.104
H -3.087 -4.043 -2.704 0.103
H -3.400 -1.743 -1.488 0.021
H -1.440 -2.772 -2.830 0.114
H -1.473 -0.732 -3.657 0.099
H -1.056 0.441 -5.775 0.096
H 1.241 0.527 -6.719 0.090
H 3.082 -0.632 -5.533 0.080
F -0.392 7.166 -1.335 0.075
C 0.341 6.038 -1.188 -0.158
C -0.152 4.816 -1.603 -0.157
F -1.378 4.753 -2.163 0.080
C 0.608 3.671 -1.447 -0.257
F 0.064 2.525 -1.882 0.040
C 1.885 3.666 -0.872 -0.607
S 2.821 2.213 -0.672 0.448
C 2.340 4.926 -0.469 -0.253
F 3.554 5.062 0.096 0.053
C 1.599 6.085 -0.619 -0.156
F 2.095 7.273 -0.209 0.078
```

Summary:
Molar mass   966.72 Da
Net charge   -2
Spin multiplicity   1
Lowest unoccupied orbital energy   0.1420 Ha
HOMO-LUMO gap   5.96 eV

Which structure is most stable? run Q, by 8.2 kcal/mol over the runner-up.

Run P
# CCsF3O3S

A molecular structure, CCsF3O3S (the ωB97M-V functional and the def2-TZVPD basis, the Open Molecules 2025 dataset).

XYZ file:
```
9
Properties=species:S:1:pos:R:3:lowdin_charge:R:1
Cs 1.893 -2.103 3.074 1.067
C -0.995 0.171 -0.792 -0.669
F -1.963 -0.210 0.074 0.102
F -0.912 -0.768 -1.741 0.122
F -1.381 1.309 -1.366 0.133
S 0.620 0.391 0.056 0.440
O 0.395 1.470 0.990 -0.318
O 0.823 -0.889 0.742 -0.580
O 1.520 0.629 -1.039 -0.298
```

Summary:
Molar mass   281.97 Da
Spin multiplicity   1
Lowest unoccupied orbital energy   -0.0405 Ha
HOMO-LUMO gap   8.07 eV

Run Q
# CCsF3O3S

A molecular structure, CCsF3O3S (the ωB97M-V functional and the def2-TZVPD basis, the Open Molecules 2025 dataset).

XYZ file:
```
9
Properties=species:S:1:pos:R:3:lowdin_charge:R:1
Cs 4.865 -11.217 19.409 1.103
C 1.845 -13.793 19.131 -0.685
F 2.543 -12.632 19.327 -0.163
F 2.570 -14.754 19.677 0.130
F 0.704 -13.701 19.762 0.165
S 1.731 -13.983 17.257 0.473
O 1.523 -12.630 16.780 -0.345
O 3.073 -14.493 16.950 -0.354
O 0.583 -14.875 17.148 -0.323
```

Summary:
Molar mass   281.97 Da
Spin multiplicity   1
Lowest unoccupied orbital energy   -0.0500 Ha
HOMO-LUMO gap   7.26 eV

Which structure is most stable? run P, by 18.3 kcal/mol over the runner-up.

Run P
# C2H8N3S

2 unconnected molecules or ions with the total composition C2H8N3S (the ωB97M-V functional and the def2-TZVPD basis, the Open Molecules 2025 dataset).

XYZ file:
```
14
Properties=species:S:1:pos:R:3:lowdin_charge:R:1
C 1.357 0.132 -0.399 -0.534
C -1.027 0.017 0.092 -0.325
N 1.520 1.417 -0.555 0.014
N -1.476 -0.140 1.303 0.196
N -1.208 -0.876 -0.845 0.140
S 2.813 -0.756 0.136 0.770
H -0.849 1.025 -0.215 0.115
H 0.745 1.904 -0.980 0.098
H 2.318 1.932 -0.511 0.068
H -1.607 -1.127 1.653 0.177
H -1.682 0.659 1.816 0.113
H 2.293 -1.987 0.051 -0.142
H -1.762 -1.627 -0.364 0.158
H -0.808 -0.795 -1.787 0.151
```

Summary:
Molar mass   106.17 Da
Net charge   +1
Spin multiplicity   1
Lowest unoccupied orbital energy   -0.1282 Ha
HOMO-LUMO gap   9.16 eV

Run Q
# C2H8N3S

A molecular structure, C2H8N3S (the ωB97M-V functional and the def2-TZVPD basis, the Open Molecules 2025 dataset).

XYZ file:
```
14
Properties=species:S:1:pos:R:3:lowdin_charge:R:1
C 0.778 0.489 -0.166 -0.650
C -0.530 0.276 0.417 -0.218
N 0.046 -1.389 -1.457 0.010
N 1.144 -0.625 -0.941 -0.114
N -0.948 0.639 1.707 0.193
S 0.072 2.151 -0.992 0.638
H 1.538 0.794 0.499 0.095
H -1.202 -0.457 -0.014 0.121
H -0.336 -1.124 -2.354 0.098
H 0.400 -2.326 -1.418 0.094
H 2.008 -0.593 -1.485 0.148
H -0.341 1.504 1.994 0.228
H -0.736 -0.194 2.232 0.178
H -1.894 0.855 1.979 0.179
```

Summary:
Molar mass   106.17 Da
Net charge   +1
Spin multiplicity   1
Lowest unoccupied orbital energy (spin up / spin down)   -0.1936 / -0.1936 Ha
HOMO-LUMO gap (spin up / spin down)   7.67 / 7.67 eV

Which structure is most stable? run P, by 52.7 kcal/mol over the runner-up.